1.
C6H13N3S | ωB97M-V/def2-TZVPD

Output
* HOMO-LUMO gap (alpha / beta): 7.361 / 7.361 eV
* SMILES: CC(C)N(N)NSC1=CC1
* relative energy (zero: lowest compared OMol25 entry of this formula, charge and spin): 68.73 kcal per mole

Cartesian coordinates (Å):
1 C -0.866 -1.170 0.816
2 C 0.535 -0.522 0.849
3 C 1.494 -1.178 1.957
4 N 0.137 0.919 1.085
5 N 0.252 1.459 2.349
6 N -0.459 1.390 0.003
7 S 0.391 1.997 -1.837
8 C -0.265 0.590 -2.494
9 C -0.395 -0.728 -2.558
10 C -0.825 0.082 -3.744
11 H -1.371 -0.742 -0.141
12 H -0.663 -2.248 0.709
13 H -1.502 -0.836 1.612
14 H 1.086 -0.450 -0.050
15 H 1.773 -2.204 1.711
16 H 1.016 -1.032 2.948
17 H 2.420 -0.555 2.006
18 H -0.357 2.307 2.644
19 H 1.190 1.640 2.729
20 H -0.721 2.385 0.248
21 H -0.712 -1.509 -2.051
22 H -0.206 0.202 -4.725
23 H -1.951 0.204 -4.065


2.
C15H37IrN4O5S | ωB97M-V/def2-TZVPD

Output
* charge: +3
* HOMO-LUMO gap (alpha / beta): 9.051 / 6.221 eV
* 2S+1: 2
* relative energy (zero: lowest compared OMol25 entry of this formula, charge and spin): 14.01 kcal per mole

Cartesian coordinates (Å):
1 Ir -0.186 -0.292 -0.176
2 C -1.611 -3.338 -1.027
3 C -2.625 -2.211 -0.953
4 N -1.998 -0.880 -1.243
5 C -1.888 -0.681 -2.727
6 C -0.605 0.043 -3.067
7 N 0.432 -0.566 -2.184
8 C 1.833 -0.230 -2.631
9 C 2.428 0.938 -1.893
10 C 2.859 0.572 -0.483
11 N 1.820 -0.088 0.413
12 C 2.309 -1.390 0.986
13 C 1.605 -2.527 0.282
14 N 0.150 -2.241 0.457
15 C -0.785 -3.404 0.238
16 H -0.995 -3.284 -1.931
17 H -2.150 -4.284 -1.107
18 H -3.083 -2.163 0.034
19 H -3.421 -2.346 -1.686
20 H -2.634 -0.182 -0.856
21 H -2.775 -0.171 -3.101
22 H -1.867 -1.667 -3.191
23 H -0.629 1.113 -2.884
24 H -0.343 -0.117 -4.113
25 H 0.348 -1.573 -2.333
26 H 1.782 -0.026 -3.700
27 H 2.445 -1.124 -2.502
28 H 1.761 1.796 -1.947
29 H 3.342 1.233 -2.413
30 H 3.216 1.445 0.061
31 H 3.695 -0.121 -0.561
32 H 1.703 0.595 1.198
33 H 2.067 -1.406 2.050
34 H 3.390 -1.455 0.895
35 H 1.847 -3.485 0.744
36 H 1.858 -2.590 -0.777
37 H 0.061 -2.056 1.461
38 H -1.459 -3.404 1.093
39 H -0.183 -4.311 0.288
40 C -1.587 2.494 -0.947
41 O -0.324 1.874 -0.544
42 C 0.538 2.914 0.057
43 C 0.576 2.962 1.562
44 O 1.504 2.013 2.055
45 C 1.812 2.194 3.450
46 H -1.371 3.223 -1.726
47 H -2.055 2.969 -0.090
48 H -2.252 1.731 -1.332
49 H 0.169 3.860 -0.331
50 H 1.544 2.771 -0.328
51 H -0.420 2.813 1.993
52 H 0.905 3.970 1.838
53 H 2.139 3.218 3.630
54 H 2.622 1.512 3.693
55 H 0.943 1.969 4.070
56 C -2.243 0.946 3.533
57 S -1.960 -0.064 2.134
58 O -2.490 -1.368 2.353
59 O -0.421 -0.147 1.900
60 O -2.379 0.630 0.901
61 H -2.058 0.343 4.421
62 H -3.297 1.224 3.489
63 H -1.607 1.826 3.506